DFT (wB97M-V/def2-TZVPD) results for a molecular structure, C21H40GeN7SeSiTl at a distorted geometry.

Output
Kohn-Sham gap (spin up / spin down) = 5.014 / 4.847 eV
Molar mass = 774.639 g mol⁻¹
Net charge = +2
E_HOMO (spin up / spin down) = -13.861 / -13.861 eV
Relative energy (zero: lowest compared OMol25 entry of this formula, charge and spin) = 0.0 kcal/mol

Each line ends with the Mulliken charge.
Element x y z (Å)
Tl (-1.99, -0.80, -0.89)  0.8299
C (-0.29, -0.95, 4.95)  -1.0684
C (0.21, 0.48, 5.08)  0.1804
C (1.45, 0.79, 4.23)  -0.9219
C (1.23, 0.61, 2.73)  -0.0389
Ge (-0.05, 1.94, 2.06)  -0.0968
C (-1.95, 1.63, 2.39)  -0.3717
C (-2.55, 2.75, 3.25)  -0.6847
C (-4.02, 2.49, 3.60)  -0.6523
C (-4.22, 1.33, 4.57)  -1.0897
H (-1.11, -1.14, 5.65)  0.4035
H (0.50, -1.67, 5.16)  0.3139
H (-0.68, -1.16, 3.94)  0.1398
H (0.47, 0.67, 6.13)  0.4423
H (-0.59, 1.18, 4.85)  -0.3101
H (2.27, 0.14, 4.53)  0.4215
H (1.78, 1.81, 4.44)  0.3921
H (0.83, -0.38, 2.50)  -0.2437
H (2.17, 0.72, 2.18)  0.4655
H (0.38, 3.37, 2.42)  0.0795
H (-2.04, 0.66, 2.87)  0.1760
H (-2.49, 1.57, 1.44)  0.6000
H (-2.45, 3.70, 2.74)  0.4243
H (-1.99, 2.84, 4.19)  0.3358
H (-4.58, 2.31, 2.67)  0.2955
H (-4.43, 3.40, 4.03)  0.3325
H (-3.87, 0.38, 4.16)  0.2545
H (-5.27, 1.21, 4.81)  0.3899
H (-3.68, 1.52, 5.50)  0.2809
C (-1.93, -1.29, -4.15)  -0.7379
N (-0.90, -1.54, -3.10)  0.1901
C (0.35, -0.88, -3.54)  -0.6652
N (0.80, -1.35, -4.83)  0.1587
C (-0.26, -1.10, -5.82)  -0.7138
N (-1.51, -1.78, -5.45)  0.0873
C (-1.26, -3.22, -5.35)  -0.7310
N (-0.21, -3.51, -4.36)  0.0759
C (-0.64, -3.01, -3.07)  -0.7126
C (1.01, -2.81, -4.75)  -0.7620
H (-2.11, -0.21, -4.22)  0.3829
H (-2.86, -1.79, -3.86)  0.3889
H (1.12, -1.08, -2.78)  0.0970
H (0.17, 0.20, -3.59)  0.2757
H (0.07, -1.47, -6.79)  0.3636
H (-0.44, -0.03, -5.89)  0.2948
H (-0.94, -3.59, -6.33)  0.3257
H (-2.18, -3.73, -5.07)  0.3522
H (0.14, -3.21, -2.34)  0.2954
H (-1.56, -3.52, -2.76)  0.3912
H (1.34, -3.17, -5.72)  0.3515
H (1.79, -3.02, -4.02)  0.3123
C (1.58, 3.84, -2.67)  -1.0142
Si (2.57, 2.84, -1.48)  0.3227
C (3.29, 1.24, -2.01)  -0.7640
C (3.14, 3.62, 0.09)  -0.9286
Se (0.28, 1.80, -0.38)  -0.0859
H (2.21, 4.62, -3.11)  0.3996
H (0.76, 4.34, -2.16)  0.3820
H (1.19, 3.23, -3.48)  0.3362
H (4.30, 1.41, -2.39)  0.4544
H (2.71, 0.78, -2.81)  0.1399
H (3.38, 0.55, -1.16)  0.3211
H (4.02, 4.24, -0.09)  0.4195
H (3.43, 2.86, 0.82)  0.3044
H (2.36, 4.25, 0.50)  0.3231
N (0.21, -2.28, 0.20)  -0.1714
C (0.87, -2.95, 0.87)  0.1534
C (1.69, -3.74, 1.72)  0.5206
C (1.88, -5.10, 1.43)  -0.0486
N (2.02, -6.21, 1.17)  -0.2472
C (2.30, -3.10, 2.82)  0.1400
N (2.77, -2.53, 3.70)  -0.2569



DFT (wB97M-V/def2-TZVPD) results for a gas-phase ion, C3H12N2OS (charge +2).

Output
Kohn-Sham gap = 11.568 eV
Molar mass = 124.209 g mol⁻¹
Net charge = +2
E_HOMO = -18.350 eV
Relative energy (zero: lowest compared OMol25 entry of this formula, charge and spin) = 0.0 kcal/mol
SMILES = [NH3+]C[C@@H](S)[C@H]([NH3+])O

Each line ends with the Mulliken charge.
Element x y z (Å)
C (0.92, 0.76, -0.81)  -0.9378
C (-0.02, -0.25, -0.13)  -0.2830
C (-0.90, 0.50, 0.90)  -0.3137
N (1.84, 0.09, -1.76)  -0.1834
N (-1.63, -0.54, 1.76)  -0.2097
O (-1.80, 1.24, 0.21)  -0.5059
S (0.99, -1.57, 0.70)  -0.1755
H (0.33, 1.51, -1.34)  0.3987
H (1.53, 1.26, -0.05)  0.4205
H (-0.68, -0.70, -0.87)  0.4956
H (-0.26, 1.07, 1.59)  0.4840
H (1.35, -0.27, -2.59)  0.3692
H (2.30, -0.71, -1.27)  0.3362
H (2.57, 0.73, -2.09)  0.3905
H (-2.43, -0.92, 1.23)  0.3637
H (-0.97, -1.30, 2.00)  0.3073
H (-2.00, -0.13, 2.63)  0.3881
H (-2.18, 1.99, 0.70)  0.3749
H (0.50, -2.61, 0.03)  0.2806



DFT (wB97M-V/def2-TZVPD) results for a molecular structure, C2H7N3O at a distorted geometry.

Output
Kohn-Sham gap = 9.606 eV
Molar mass = 89.098 g mol⁻¹
Net charge = 0
E_HOMO = -8.859 eV
Relative energy (zero: lowest compared OMol25 entry of this formula, charge and spin) = 155.0 kcal/mol

Each line ends with the Mulliken charge.
Element x y z (Å)
C (1.77, -0.02, 0.13)  -1.0418
C (0.29, 0.14, -0.17)  0.6327
H (2.00, 0.94, 0.61)  0.3373
H (2.18, -1.00, 0.46)  0.3026
H (2.33, -0.02, -0.99)  0.2243
H (0.26, -1.74, -0.73)  0.2280
H (-1.99, 0.04, -0.20)  0.4886
H (-1.55, -0.96, 1.19)  0.2607
H (-1.63, 2.25, -0.02)  0.4026
N (-0.39, -0.99, -0.31)  -0.1605
N (-1.76, -1.13, 0.15)  -0.7744
N (-0.02, 1.26, 0.06)  -0.4461
O (-1.49, 1.22, -0.18)  -0.4542



DFT (wB97M-V/def2-TZVPD) results for 2 unconnected molecules or ions with the total composition C5H12N2 at a distorted geometry.

Output
Kohn-Sham gap = 11.099 eV
Molar mass = 100.165 g mol⁻¹
Net charge = +2
E_HOMO = -20.159 eV
Relative energy (zero: lowest compared OMol25 entry of this formula, charge and spin) = 56.7 kcal/mol

Each line ends with the Mulliken charge.
Element x y z (Å)
C (-1.20, 1.79, -0.02)  -0.0058
C (0.97, -1.84, -0.48)  0.1099
C (-2.77, 1.64, -0.17)  -0.9142
C (1.32, -0.67, -1.18)  -0.9604
C (0.21, 0.61, 1.67)  -0.0083
N (1.92, -2.45, 0.23)  -0.2421
N (-0.50, 1.20, 0.83)  0.0139
H (-0.77, 2.40, -0.71)  0.5328
H (-3.26, 0.66, -0.14)  0.3754
H (-3.05, 1.99, 0.86)  0.3350
H (-3.08, 2.25, -0.98)  0.3112
H (1.64, -0.68, -2.25)  0.3724
H (0.49, 0.06, -1.28)  0.1376
H (2.21, -0.10, -0.79)  0.4473
H (-0.01, -2.23, -0.37)  0.4393
H (0.80, -0.21, 1.28)  0.0987
H (0.19, 0.95, 2.75)  0.3201
H (2.95, -2.03, 0.02)  0.3415
H (1.94, -3.35, 0.73)  0.2958



DFT (wB97M-V/def2-TZVPD) results for 2 unconnected molecules or ions with the total composition C9H13NO2 at a distorted geometry.

Output
Kohn-Sham gap (spin up / spin down) = 2.991 / 7.040 eV
Molar mass = 167.208 g mol⁻¹
Spin multiplicity = 2
Net charge = -1
E_HOMO (spin up / spin down) = 0.415 / -3.741 eV
Relative energy (zero: lowest compared OMol25 entry of this formula, charge and spin) = 10.3 kcal/mol
Expectation value of S² = 0.76

Each line ends with the Löwdin spin population.
Element x y z (Å)
C (-2.37, -0.20, -2.63)  0.0103
C (-0.14, 2.37, -0.02)  0.0523
C (0.23, 2.35, -1.36)  0.1713
C (-0.96, 1.41, 0.55)  0.1969
C (-0.43, 1.36, -2.19)  0.2088
C (-1.74, 0.57, -0.34)  0.1885
C (-1.47, 0.59, -1.71)  0.0446
O (0.46, 3.26, 0.87)  0.0017
H (1.15, 3.75, 0.41)  0.0006
H (0.96, 3.08, -1.67)  0.0155
H (-1.24, 1.42, 1.61)  0.0203
H (-0.28, 1.42, -3.25)  0.0201
H (-2.39, -0.23, 0.00)  0.0172
H (-2.97, 0.50, -3.22)  0.0003
H (-1.73, -0.69, -3.37)  0.0030
H (-2.99, -0.88, -2.07)  0.0024
C (2.24, -2.58, 2.98)  0.0063
C (1.99, -2.35, 1.51)  0.0072
O (2.75, -2.80, 0.67)  0.0044
N (0.83, -1.71, 1.20)  0.0103
H (0.68, -1.73, 0.20)  0.0013
H (0.49, -0.89, 1.68)  0.0140
H (2.35, -3.64, 3.16)  0.0001
H (1.42, -2.24, 3.62)  0.0019
H (3.17, -2.16, 3.37)  0.0009



DFT (wB97M-V/def2-TZVPD) results for 2 unconnected molecules or ions with the total composition C24H33N6O4S4 at a distorted geometry.

Output
Kohn-Sham gap = 6.477 eV
Molar mass = 597.834 g mol⁻¹
Net charge = +1
E_HOMO = -11.125 eV

Each line ends with the Mulliken charge.
Element x y z (Å)
C (-4.78, 1.68, 1.85)  -1.0899
C (-5.58, 1.43, 0.53)  0.2251
O (-6.95, 1.77, 0.77)  -0.5685
C (-5.58, -0.05, 0.11)  -0.8081
N (-4.24, -0.50, -0.40)  0.5528
C (-3.82, -1.68, -0.02)  -0.0219
C (-2.60, -2.13, -0.52)  -0.6941
C (-1.89, -1.33, -1.38)  0.7103
C (-0.60, -1.81, -1.97)  -2.0099
C (0.65, -1.33, -1.17)  0.3700
C (0.67, -1.85, 0.29)  -0.4863
S (1.06, -0.50, 1.47)  -0.2303
C (2.47, 0.41, 0.88)  0.0295
S (2.41, 2.02, 0.91)  -0.0760
N (3.62, -0.27, 0.39)  0.2760
C (3.98, -0.40, -0.93)  -0.0730
C (5.16, -1.10, -0.84)  -0.5661
N (5.49, -1.40, 0.44)  -0.6234
C (4.54, -0.88, 1.18)  -0.2416
C (-2.49, -0.07, -1.70)  0.1619
C (-1.82, 0.88, -2.67)  -0.1220
C (-1.56, 2.29, -2.09)  -0.8078
C (-0.23, 2.45, -1.32)  -0.0911
S (1.23, 2.91, -2.32)  -0.0544
C (1.20, 2.00, -3.87)  0.2827
S (1.55, 0.42, -4.04)  -0.3026
N (0.90, 2.77, -4.99)  0.2250
C (0.02, 3.82, -5.13)  -0.1135
C (0.17, 4.21, -6.43)  -0.5195
N (1.10, 3.42, -7.05)  -0.5927
C (1.54, 2.56, -6.20)  -0.0690
N (-3.64, 0.33, -1.21)  -0.6869
H (-5.39, 2.32, 2.49)  0.4258
H (-3.83, 2.17, 1.62)  0.2441
H (-4.58, 0.71, 2.31)  0.2722
H (-5.24, 2.08, -0.27)  0.2901
H (-7.24, 1.21, 1.49)  0.3678
H (-6.29, -0.21, -0.71)  0.2458
H (-5.89, -0.70, 0.93)  0.4256
H (-4.38, -2.33, 0.64)  0.4288
H (-2.23, -3.11, -0.24)  0.5356
H (-0.49, -1.51, -3.01)  0.4829
H (-0.55, -2.91, -1.95)  0.5240
H (0.59, -0.24, -1.15)  -0.4052
H (1.56, -1.57, -1.71)  0.5712
H (1.44, -2.62, 0.38)  0.4109
H (-0.29, -2.26, 0.60)  0.3152
H (3.43, -0.03, -1.79)  0.3780
H (5.72, -1.37, -1.73)  0.3899
H (4.53, -0.97, 2.26)  0.5370
H (-2.57, 1.02, -3.47)  0.4292
H (-0.96, 0.42, -3.15)  -0.1507
H (-2.36, 2.49, -1.37)  0.4930
H (-1.64, 3.03, -2.88)  0.2213
H (-0.06, 1.58, -0.68)  -0.0022
H (-0.36, 3.28, -0.63)  0.3938
H (-0.62, 4.19, -4.35)  0.3989
H (-0.37, 5.04, -6.86)  0.3719
H (2.27, 1.80, -6.40)  0.3990
C (4.74, -2.77, 8.46)  -0.6261
O (4.80, -2.89, 7.04)  -0.3223
C (3.65, -2.63, 6.42)  0.7535
O (2.62, -2.32, 6.94)  -0.5404
O (3.85, -2.77, 5.10)  -0.3122
C (2.69, -2.53, 4.32)  -0.6057
H (5.73, -3.00, 8.84)  0.2229
H (4.48, -1.76, 8.76)  0.2954
H (4.03, -3.48, 8.88)  0.2947
H (2.35, -1.50, 4.45)  0.3005
H (1.90, -3.23, 4.57)  0.4269
H (2.97, -2.67, 3.27)  0.1345